The following is a DFT calculation (ωB97M-V with the def2-TZVPD basis set) of a 9-piece molecular cluster, C30H76BN2O34P6 overall at a distorted geometry.

Last column: Mulliken charge in e.
Cartesian coordinates (Å):
1 P -15.991460 3.315930 -24.901730  1.02
2 P -21.843890 17.902360 -30.184960  1.00
3 P -4.166920 19.913500 -26.430490  1.01
4 P -4.780960 9.338200 -24.235990  0.97
5 P -9.455740 23.990550 -20.347730  0.94
6 P -8.410870 22.531250 -36.151730  1.01
7 O -21.586300 17.760800 -28.587560  -0.31
8 O -16.925650 8.500120 -13.649500  -0.30
9 O -9.943670 24.647440 -19.105830  -0.69
10 O -4.334700 21.490590 -26.063930  -0.22
11 O -21.875520 16.691700 -31.047400  -0.65
12 O -11.939040 14.539790 -23.968730  -0.44
13 O -8.828740 22.478670 -20.092070  -0.17
14 O -8.286690 24.827750 -21.064940  -0.37
15 O -16.115680 4.825180 -24.292540  -0.27
16 O -11.147600 16.198380 -28.205050  -0.63
17 O -4.907880 9.239060 -22.670380  -0.27
18 O -3.523740 10.293290 -24.617150  -0.25
19 O -19.070340 10.730170 -30.426330  -0.30
20 O -16.618870 2.275230 -23.782960  -0.24
21 O -14.616780 2.912470 -25.285870  -0.67
22 O -10.481980 23.660730 -21.603580  -0.28
23 O -6.863390 22.692970 -36.602250  -0.34
24 O -15.308380 14.091530 -24.178770  -0.61
25 O -2.807150 19.565970 -26.916060  -0.70
26 O -11.482630 15.124210 -26.144170  -0.46
27 O -11.790580 16.916510 -24.778760  -0.42
28 O -4.883900 8.085900 -25.054350  -0.69
29 O -12.987620 12.919330 -22.894010  -0.60
30 O -4.633640 19.093530 -25.071070  -0.37
31 O -13.691430 15.373130 -25.142740  -0.49
32 O -20.654150 18.998220 -30.648000  -0.34
33 O -9.056780 21.401380 -37.163490  -0.32
34 O -9.110120 23.853520 -36.151120  -0.71
35 O -10.930830 18.502900 -26.213010  -0.63
36 O -17.155230 3.375720 -26.146180  -0.39
37 O -23.101560 18.811450 -30.200760  -0.23
38 O -5.894320 10.461520 -24.536920  -0.32
39 O -8.404480 21.882930 -34.764070  -0.21
40 O -5.358290 19.637390 -27.520600  -0.22
41 N -16.525990 12.792630 -31.663370  -0.65
42 N -15.349740 8.646830 -16.945800  -0.81
43 C -3.848160 8.634210 -21.903240  -0.60
44 C -15.298770 5.084640 -23.174430  -0.71
45 C -2.499910 9.880930 -25.482850  -0.64
46 C -16.292620 11.278080 -29.685730  -1.34
47 C -5.978550 21.721040 -36.898580  -0.60
48 C -18.463730 11.933130 -30.858350  -0.69
49 C -17.066450 11.625330 -30.939250  0.47
50 C -20.401530 10.598490 -30.722620  -0.81
51 C -11.405710 16.157330 -26.985500  0.51
52 C -9.515820 21.534520 -34.035180  -0.66
53 C -24.457180 18.409890 -30.445770  -0.71
54 C -18.504930 3.865790 -25.893090  -0.58
55 C -5.391380 20.196290 -28.788800  -0.73
56 C -11.405140 22.620780 -21.493660  -0.63
57 C -20.547980 19.393920 -32.006470  -0.66
58 C -3.678700 22.425780 -26.866010  -0.87
59 C -15.949540 9.147180 -15.672910  0.49
60 C -16.584660 0.913110 -23.834920  -0.64
61 C -17.054320 10.163710 -16.181230  -1.29
62 C -10.417820 21.445020 -37.691410  -0.63
63 C -7.558640 24.294410 -22.174320  -0.59
64 C -14.169530 14.413510 -24.410450  0.54
65 C -7.094150 10.270460 -25.411420  -0.62
66 C -8.347720 22.168840 -18.773830  -0.80
67 C -11.335330 17.395790 -25.945820  0.61
68 C -17.576560 7.491440 -12.874490  -0.72
69 C -16.493250 7.979780 -14.900730  -0.88
70 C -20.324020 17.264020 -28.056700  -0.68
71 C -13.016130 13.814320 -23.682360  0.68
72 C -5.848970 19.484140 -24.529310  -0.67
73 B -12.254580 15.487830 -24.954680  0.94
74 H -15.746970 7.202970 -14.734240  0.46
75 H -7.459730 25.043610 -22.959820  0.27
76 H -16.929230 13.522000 -31.092840  0.27
77 H -4.229490 23.130100 -27.489430  0.29
78 H -15.529170 12.885790 -31.796720  0.25
79 H -10.981730 21.640400 -21.712040  0.27
80 H -16.661180 10.419710 -29.124070  0.32
81 H -8.033340 21.129190 -18.682280  0.29
82 H -4.146560 7.586710 -21.860780  0.29
83 H -18.508780 4.110270 -24.830870  0.29
84 H -5.423590 21.284930 -28.832600  0.26
85 H -18.292120 7.007080 -13.538940  0.32
86 H -25.130520 18.773920 -29.669760  0.29
87 H -5.742620 19.629790 -23.454340  0.27
88 H -16.530030 11.118400 -16.223660  0.33
89 H -7.189890 9.306700 -25.911540  0.31
90 H -19.830060 16.701010 -28.848610  0.29
91 H -9.645410 20.506620 -33.696470  0.29
92 H -17.162840 7.356860 -15.493790  0.34
93 H -1.753090 10.671810 -25.413110  0.23
94 H -12.278290 22.690470 -22.142380  0.27
95 H -16.254310 12.199610 -29.104850  0.27
96 H -24.831470 18.648690 -31.441260  0.28
97 H -4.433960 19.961110 -29.253710  0.35
98 H -17.364950 10.129770 -17.225470  0.37
99 H -18.813260 4.729000 -26.482920  0.26
100 H -7.328170 22.541550 -18.675390  0.32
101 H -9.490850 22.141640 -33.130260  0.29
102 H -21.318430 18.836720 -32.539430  0.30
103 H -18.942270 12.203110 -31.799740  0.47
104 H -11.783130 22.650580 -20.471730  0.30
105 H -17.865460 10.247280 -15.457920  0.30
106 H -16.934990 6.703460 -12.480060  0.27
107 H -16.060180 8.553370 -17.657590  0.26
108 H -14.614190 4.296730 -22.860330  0.34
109 H -2.154280 8.859940 -25.320950  0.31
110 H -10.381310 21.665990 -38.758150  0.25
111 H -20.706010 10.687700 -31.765430  0.30
112 H -18.094980 8.057530 -12.100610  0.24
113 H -6.109700 19.897320 -29.552170  0.30
114 H -10.912280 20.502770 -37.455220  0.27
115 H -20.777380 9.646270 -30.348310  0.26
116 H -18.707090 12.684550 -30.107190  0.34
117 H -8.159650 23.506060 -22.627530  0.30
118 H -19.558880 19.276160 -32.449090  0.26
119 H -6.940580 10.970690 -26.232520  0.26
120 H -16.959810 10.720050 -31.536920  0.19
121 H -14.847990 9.362060 -17.452560  0.28
122 H -8.010940 10.512560 -24.873850  0.26
123 H -19.671690 18.007180 -27.598130  0.28
124 H -17.274930 0.433020 -23.141280  0.24
125 H -2.879600 8.707920 -22.397770  0.26
126 H -5.799580 21.828090 -37.968440  0.24
127 H -14.657690 5.900120 -23.509250  0.27
128 H -15.243940 11.125150 -29.940680  0.34
129 H -3.833950 8.909660 -20.848710  0.24
130 H -19.228400 3.064160 -26.041690  0.26
131 H -3.054560 9.884620 -26.421180  0.28
132 H -15.565040 0.545570 -23.719240  0.27
133 H -20.455790 16.424850 -27.373670  0.30
134 H -15.949220 5.335520 -22.336530  0.26
135 H -20.885040 11.324230 -30.068690  0.32
136 H -5.071410 22.019060 -36.372850  0.23
137 H -20.855310 20.431420 -32.137840  0.26
138 H -6.613680 18.707410 -24.532870  0.31
139 H -10.472010 21.819850 -34.473790  0.26
140 H -24.595360 17.335120 -30.327960  0.31
141 H -16.932500 0.681670 -24.841670  0.30
142 H -15.197570 9.583470 -15.015430  0.34
143 H -2.773820 21.948200 -27.241800  0.41
144 H -6.392290 20.304100 -24.998930  0.29
145 H -8.915240 22.415110 -17.876400  0.32
146 H -3.319560 23.074800 -26.067330  0.28
147 H -10.983820 22.143040 -37.074550  0.30
148 H -6.536830 23.989550 -21.948320  0.24
149 H -6.427080 20.759230 -36.649900  0.32

Atoms 1-6, force components in eV/Å:
-1.14 -0.37 -1.08
2.82 0.21 -0.52
0.09 -0.65 -0.40
-1.22 0.89 -2.93
0.01 -0.97 -0.01
-1.13 2.60 -3.01

Gap between HOMO and LUMO in eV: 8.76
E_LUMO in eV: 1.729
E_tot in eV: -161360.84276
Charge: -1
HOMO level in eV: -7.03